The following is a quantum chemistry calculation of C22H9F5MoNO4S4 as an isolated structure in a non-equilibrium geometry, from the Open Molecules 2025 dataset.

XYZ file:
```
46
Properties=species:S:1:pos:R:3:forces:R:3
Mo 0.5051 0.1569 -0.3485 -0.6 -0.2 1.4
S -2.7706 -1.3009 2.4871 -0.1 0.0 0.1
C -1.5948 -0.8603 1.5062 -0.1 0.0 0.1
S -1.7152 0.3937 0.2808 0.3 0.0 -0.3
S 0.0227 -1.4580 1.3695 0.3 0.0 -0.3
F -2.6353 3.2145 -6.0253 0.0 0.0 0.0
C -1.9816 2.7038 -4.9977 -0.1 0.1 -0.1
C -2.2412 3.1689 -3.7175 0.0 0.0 0.0
F -3.1310 4.1295 -3.5289 0.0 0.0 0.0
C -1.5601 2.6301 -2.6427 -0.1 0.2 0.0
F -1.7963 3.0682 -1.4103 0.0 0.0 0.0
C -0.6184 1.6382 -2.8539 0.2 -0.5 0.4
O 0.0924 1.1154 -1.8144 -0.2 0.8 -0.7
C -0.3603 1.1727 -4.1331 0.0 0.0 -0.2
F 0.5389 0.2129 -4.3187 0.0 0.0 0.0
C -1.0382 1.7098 -5.2089 0.0 0.0 -0.1
F -0.7892 1.2786 -6.4358 0.0 0.0 0.0
C 1.4228 1.3756 0.8322 0.0 -0.1 -0.4
C 2.2896 1.9540 1.4870 0.1 0.1 0.1
C 3.2849 2.6126 2.2350 -0.1 -0.1 -0.1
C 2.9475 3.7337 3.0058 0.0 0.1 0.0
C 3.9314 4.3661 3.7383 0.0 0.0 0.0
C 5.2393 3.8932 3.6983 0.0 0.0 0.0
C 5.5738 2.7836 2.9298 0.0 0.0 0.0
C 4.6015 2.1329 2.1961 0.1 0.0 0.0
H 1.9260 4.0886 3.0224 0.0 0.0 0.0
H 3.6819 5.2276 4.3419 0.0 0.0 0.0
H 6.0051 4.3945 4.2754 0.0 0.0 0.0
H 6.5934 2.4252 2.9052 0.0 0.0 0.0
H 4.8393 1.2664 1.5919 0.0 0.0 0.0
O 0.1348 -1.7345 -1.7730 0.1 0.1 0.0
C 1.3641 -1.8385 -1.7174 0.1 -0.1 0.2
N 1.9961 -1.2033 -0.6592 0.1 0.1 -0.5
S 3.5010 -0.6241 -1.2363 0.0 0.2 0.0
O 3.1871 0.6464 -1.8306 0.1 0.0 0.0
O 4.5297 -0.6959 -0.2576 -0.1 -0.2 0.1
C 3.5875 -1.8833 -2.4645 0.1 -0.2 0.0
C 4.6939 -2.3174 -3.1585 -0.1 0.1 0.0
C 4.4868 -3.3281 -4.0948 0.0 0.0 -0.1
C 3.2209 -3.8551 -4.3273 0.0 0.0 0.0
C 2.1138 -3.4055 -3.6153 0.0 0.0 -0.1
C 2.3209 -2.4226 -2.6692 0.0 0.0 0.2
H 5.6745 -1.8944 -2.9896 0.0 0.0 0.0
H 5.3317 -3.7075 -4.6537 0.0 0.0 0.0
H 3.0991 -4.6395 -5.0619 0.0 0.0 0.0
H 1.1272 -3.8196 -3.7744 0.0 0.0 0.0
```
Forces are in eV/Å.

* LUMO: -0.2323 hartree
* Kohn-Sham gap: 5.523 eV
* E_tot: -91413.57316 eV
* largest force on an atom: 0.03011 hartree/bohr
* charge: +1
* 2S+1: 1